# 1
{"formula": "C2H8NOS", "method": "ωB97M-V with the def2-TZVPD basis set", "elements": ["C", "O", "C", "N", "S", "H", "H", "H", "H", "H", "H", "H", "H"], "xyz": [[0.010941, 1.387168, -1.133656], [0.395483, 0.783769, 0.138578], [-0.387324, -0.067234, 0.735850], [-0.031872, -1.553147, -0.086924], [-0.014638, -0.344569, 2.400051], [0.242871, 0.571227, -1.831792], [0.738515, 2.218007, -1.343327], [-0.887254, 1.884509, -1.137627], [-1.432190, 0.165130, 0.501659], [0.740778, -1.174803, -0.625171], [-0.830109, -1.977562, -0.723370], [0.386208, -2.342185, 0.531264], [1.068592, 0.449691, 2.574465]], "atomic_forces_ev_per_a": [[4.0, -0.7, -0.1], [1.5, 2.2, -0.3], [-0.8, -0.4, -1.1], [-1.4, -2.0, 0.0], [0.0, -0.3, 1.9], [-0.9, 0.7, -0.5], [-0.3, -1.1, 0.5], [-2.7, 0.3, 0.1], [-0.2, -0.9, 0.3], [0.1, -0.5, -0.6], [2.2, 1.1, 1.5], [-1.1, 1.7, -1.0], [-0.3, -0.1, -0.6]], "lumo_energy_ha": -0.131, "smiles": "CO[C@@H]([NH3+])S", "multiplicity": 1, "orbital_gap_ev": 10.80, "total_charge": 1}

---

# 2
{"formula": "C2H8NS", "method": "ωB97M-V with the def2-TZVPD basis set", "elements": ["S", "H", "C", "N", "C", "H", "H", "H", "H", "H", "H", "H"], "xyz": [[-2.554048, -1.234322, -2.935023], [-2.037488, 0.003612, -2.910000], [-0.194989, -0.883722, 0.550666], [0.764761, 0.024571, -0.021790], [1.131879, 1.137369, 0.838019], [-0.971929, -1.189322, -0.154252], [-0.669231, -0.471702, 1.440911], [0.258828, -1.853288, 0.829020], [0.528853, 0.242513, -0.976168], [1.510411, 0.744956, 1.797962], [1.968546, 1.711513, 0.430350], [0.264408, 1.767822, 1.110302]], "atomic_forces_ev_per_a": [[-0.1, -0.1, -0.1], [0.0, 0.0, 0.0], [-0.1, -0.9, -0.1], [0.3, -0.2, -0.1], [-0.1, -0.4, 0.2], [-0.1, 0.4, -0.2], [-0.1, 0.1, 0.1], [0.2, 0.2, 0.3], [0.0, 0.4, 0.2], [-0.1, 0.0, -0.1], [-0.2, 0.3, -0.2], [0.2, 0.2, -0.1]], "lumo_energy_ha": [0.251, 0.251], "multiplicity": 2, "orbital_gap_ev": [2.89, 7.19], "total_charge": -2}

---

# 3
{"formula": "C2H8NS", "method": "ωB97M-V with the def2-TZVPD basis set", "elements": ["S", "H", "C", "N", "C", "H", "H", "H", "H", "H", "H", "H"], "xyz": [[-0.225342, 1.778355, -1.225510], [-0.426850, 1.261072, -2.439709], [-0.839147, -1.807686, 0.618302], [0.554601, -1.378006, 0.476017], [0.835534, -0.286572, 1.401499], [-1.034101, -2.233291, 1.606455], [-1.470891, -0.959964, 0.433092], [-1.092145, -2.657019, -0.007759], [0.595564, -0.929461, -0.432494], [0.337545, 0.634628, 1.084888], [1.906745, -0.071830, 1.319160], [0.692202, -0.531179, 2.451445]], "atomic_forces_ev_per_a": [[0.0, 0.1, 0.0], [-0.1, 0.0, -0.2], [0.5, -0.6, 0.4], [-0.5, -0.3, 0.3], [1.2, 0.2, -0.4], [0.2, 0.5, 0.2], [-1.0, 0.3, 0.0], [0.1, 0.2, -0.7], [0.3, -0.3, -0.2], [-0.3, 0.0, 0.6], [0.0, 0.1, 0.0], [-0.5, -0.1, -0.1]], "lumo_energy_ha": [0.030, -0.103], "multiplicity": 2, "orbital_gap_ev": [9.67, 6.04]}

---

# 4
{"formula": "C2H8NS", "method": "ωB97M-V with the def2-TZVPD basis set", "elements": ["C", "C", "N", "H", "H", "H", "H", "H", "H", "S", "H", "H"], "xyz": [[-0.628379, -1.439494, -1.149604], [1.242762, 0.121740, -1.303573], [0.777446, -1.058968, -1.304869], [-0.705446, -2.235277, -0.415780], [-1.046258, -1.761167, -2.099937], [-1.165737, -0.551912, -0.823294], [0.594579, 0.975000, -1.141038], [2.306818, 0.264250, -1.454752], [1.441030, -1.824635, -1.414433], [-0.540829, 1.268631, 1.773803], [-1.814042, 1.035561, 1.425019], [-0.356941, -0.039766, 2.006629]], "atomic_forces_ev_per_a": [[-0.3, 0.5, 0.1], [0.1, 0.1, 0.0], [0.2, -0.3, -0.1], [0.0, 0.0, 0.0], [0.2, -0.1, -0.1], [-0.1, -0.1, 0.1], [-0.1, -0.1, 0.0], [0.0, 0.0, 0.1], [-0.1, 0.1, -0.1], [0.0, -0.2, -0.2], [0.0, 0.1, 0.0], [0.1, 0.0, 0.2]], "lumo_energy_ha": -0.191, "multiplicity": 1, "orbital_gap_ev": 8.33, "total_charge": 1}

---

# 5
{"formula": "C2H8NS", "method": "ωB97M-V with the def2-TZVPD basis set", "elements": ["C", "C", "N", "S", "H", "H", "H", "H", "H", "H", "H", "H"], "xyz": [[0.330483, 1.309052, 0.124432], [-0.812830, 0.358035, -0.031406], [0.531208, -1.491832, -0.672164], [-1.586025, -0.390284, 1.305567], [-0.265395, 2.285119, 0.297987], [0.737912, 1.472891, -0.934915], [1.146295, 1.204754, 0.837611], [-1.304229, 0.442704, -0.908936], [0.890604, -1.924618, 0.240238], [1.179090, -1.450363, -1.340874], [-0.385199, -1.640943, -1.073354], [-0.461915, -0.174515, 2.155816]], "atomic_forces_ev_per_a": [[-1.2, 1.8, -2.5], [3.1, -0.6, 4.7], [-2.7, 0.5, 4.4], [1.8, 0.8, -0.1], [1.0, -1.0, 0.1], [-0.3, -0.2, 1.6], [-0.5, -0.4, 0.2], [-1.8, 0.0, -2.8], [-1.4, 0.6, -2.2], [3.3, 0.1, -3.1], [0.3, -1.2, 0.6], [-1.5, -0.2, -0.8]], "lumo_energy_ha": -0.207, "multiplicity": 1, "orbital_gap_ev": 9.24, "total_charge": 1}

---

# 6
{"formula": "C2H8NS2", "method": "ωB97M-V with the def2-TZVPD basis set", "elements": ["C", "C", "N", "S", "S", "H", "H", "H", "H", "H", "H", "H", "H"], "xyz": [[-1.200677, 0.760854, 1.957351], [1.406362, -0.386781, -1.188295], [0.114431, -0.883292, -1.479682], [-0.375268, 1.336801, 0.395978], [1.434969, 0.360039, 0.501636], [-2.226023, 1.106100, 1.925117], [-0.615469, 1.201151, 2.748332], [-1.291769, -0.284531, 1.931193], [2.104486, -1.307611, -1.056036], [1.908911, 0.324097, -1.883940], [-0.060279, -1.859699, -1.121807], [-0.839694, 0.280894, -0.413947], [-0.359981, -0.648021, -2.315899]], "atomic_forces_ev_per_a": [[0.0, 1.2, -1.1], [1.7, -1.7, -0.1], [-0.7, -1.5, 1.4], [-0.5, -0.4, 0.6], [0.4, 0.3, 0.6], [-0.1, 0.7, 0.0], [-0.1, -0.2, 0.4], [0.6, -1.4, 0.2], [-0.8, 1.8, -0.1], [-1.0, -0.6, 0.2], [0.2, 1.6, -1.0], [0.3, 0.2, -0.3], [-0.1, 0.0, -1.0]], "lumo_energy_ha": -0.149, "multiplicity": 1, "orbital_gap_ev": 10.00, "total_charge": 1}

---

# 7
{"formula": "C2H8O", "method": "ωB97M-V with the def2-TZVPD basis set", "elements": ["C", "C", "H", "H", "H", "H", "H", "H", "O", "H", "H"], "xyz": [[-1.415428, -0.533475, 0.053738], [-0.548985, 0.659759, 0.035298], [-1.357200, -1.178137, -0.885974], [-1.191725, -1.184797, 0.917068], [-2.398049, -0.221393, 0.163548], [0.499757, 0.415301, -0.168978], [-0.471526, 1.141156, 1.020776], [-0.769953, 1.427393, -0.638461], [2.373087, -0.192627, 0.160568], [2.570148, 0.598866, -0.312080], [2.709878, -0.932046, -0.345503]], "atomic_forces_ev_per_a": [[0.9, -2.2, -0.8], [2.5, 0.2, 1.3], [0.0, 0.9, 1.1], [0.0, 0.2, -0.4], [-2.2, 0.3, 0.2], [-0.6, -0.2, 0.0], [-0.4, -0.1, -0.1], [-1.0, 1.0, -1.3], [0.1, -0.9, 0.9], [0.4, 0.7, -0.6], [0.2, 0.0, -0.2]], "lumo_energy_ha": 0.033, "smiles": "CC.O", "multiplicity": 1, "orbital_gap_ev": 11.67}

---

# 8
{"formula": "C2H8O2", "method": "ωB97M-V with the def2-TZVPD basis set", "elements": ["C", "O", "H", "H", "H", "H", "C", "O", "H", "H", "H", "H"], "xyz": [[-1.122762, 1.905433, 0.538603], [-0.842216, 1.215885, -0.601924], [-1.532222, 2.920084, 0.228877], [-1.991482, 1.538322, 1.173082], [-0.343047, 2.149685, 1.371630], [-0.411422, 0.419893, -0.448650], [1.383749, -1.524837, -0.518548], [0.206676, -1.583882, 0.366651], [1.932681, -0.712411, -0.155529], [1.943463, -2.424512, -0.288591], [0.977752, -1.470557, -1.617705], [-0.201170, -2.433102, -0.047895]], "atomic_forces_ev_per_a": [[-1.7, 2.8, 3.1], [-0.5, 1.7, -1.3], [0.8, -1.0, 0.2], [0.8, -0.4, -0.9], [-0.5, -0.8, -1.9], [1.1, -2.4, 0.8], [-2.5, -1.1, -0.6], [-0.4, -2.5, -2.3], [0.9, 1.5, -0.2], [0.4, -0.2, -0.6], [1.4, 0.1, 1.9], [0.3, 2.3, 1.7]], "lumo_energy_ha": 0.027, "smiles": "CO.CO", "multiplicity": 1, "orbital_gap_ev": 10.71}

---

# 9
{"formula": "C2H8O2", "method": "ωB97M-V with the def2-TZVPD basis set", "elements": ["C", "O", "H", "H", "H", "H", "C", "O", "H", "H", "H", "H"], "xyz": [[-0.874183, 0.237650, 1.777126], [-1.516724, -0.650859, 0.865270], [-0.496590, 1.076341, 1.191778], [-1.579356, 0.566203, 2.536897], [-0.058128, -0.251624, 2.319536], [-0.964346, -0.735716, 0.072728], [1.005033, 0.284698, -1.286475], [0.185992, -0.854421, -1.554681], [1.909910, 0.155099, -1.884956], [0.496664, 1.210282, -1.558103], [1.320581, 0.365881, -0.246373], [0.571146, -1.403533, -2.232747]], "atomic_forces_ev_per_a": [[0.1, -0.4, -0.6], [0.0, 0.0, 0.3], [0.1, 0.4, 0.5], [-0.2, 0.1, -0.2], [0.1, 0.0, -0.1], [-0.2, -0.1, 0.2], [0.7, -0.4, -0.8], [-0.5, 0.4, 0.8], [0.1, 0.5, 0.1], [-0.1, -0.1, -0.1], [-0.2, -0.4, 0.1], [0.2, 0.0, -0.1]], "lumo_energy_ha": 0.027, "smiles": "CO.CO", "multiplicity": 1, "orbital_gap_ev": 10.63}

---

# 10
{"formula": "C2H8O2", "method": "ωB97M-V with the def2-TZVPD basis set", "elements": ["C", "C", "O", "H", "H", "H", "H", "H", "H", "O", "H", "H"], "xyz": [[0.000000, 0.000000, 0.000000], [0.673634, -0.971800, -0.945393], [-0.358231, -1.464503, -1.775521], [0.755591, 0.269854, 0.756885], [-0.822303, -0.538664, 0.500262], [-0.403488, 0.927243, -0.440488], [1.566687, -0.504883, -1.403524], [1.020101, -1.811068, -0.312122], [-0.197771, -2.420841, -1.917197], [-5.374866, -1.002813, -2.366408], [-4.415646, -0.803964, -2.459147], [-5.410532, -1.966185, -2.169179]], "atomic_forces_ev_per_a": [[0.3, 0.2, 0.8], [-0.3, -0.1, 1.4], [0.4, -1.1, -1.0], [-0.4, 0.2, -0.1], [0.3, 0.3, -0.1], [0.3, -0.5, -0.1], [-0.6, -0.3, -0.5], [0.2, 0.4, -0.3], [-0.2, 1.0, -0.1], [0.9, -0.8, 0.1], [-1.0, -0.3, 0.1], [0.1, 1.1, -0.2]], "lumo_energy_ha": 0.025, "smiles": "CCO.O", "multiplicity": 1, "orbital_gap_ev": 11.21}

---

Energy above the lowest of the compared OMol25 structures with the same formula, charge and spin for every record listed, in sequence, given in kJ/mol: 204.3, 38.2, 82.4, 67.5, 194.3, 103.1, 35.2, 141.9, 70.8, 27.0.
M for every record listed, in sequence, given in Da: 94.2, 78.2, 78.2, 78.2, 78.2, 110.2, 48.1, 64.1, 64.1, 64.1.